Here is a structure of composition C14H34O19S4V in a non-equilibrium geometry from OMol25. Energies are from ωB97M-V/def2-TZVPD.

## Properties
- ⟨S²⟩: 0.79
- Energy relative to the best compared isomer or geometry (same formula, charge and spin): 0.000 eV
- Strongest force on any atom: 3.521 eV/A
- HOMO energy (alpha / beta): -9.6 / -10.0 eV

ORCA input file:
```
! wB97M-V def2-TZVPD RIJCOSX def2/J DEFGRID3
* xyz 0 2
O 2.28656 -0.11418 0.05929
V 2.04216 1.34866 0.66426
O 0.69087 5.16016 0.67096
C 1.00594 3.85646 0.70313
O 0.89060 3.14143 1.73022
O 1.45284 3.30042 -0.33759
H 0.98056 5.42073 -0.21909
O 5.62593 2.49697 2.03553
C 4.43318 2.05030 1.64440
O 3.96688 2.28551 0.48903
O 3.68347 1.37844 2.39551
H 5.99311 2.84394 1.19935
O 2.11349 1.23814 -2.23113
S 2.08168 1.79010 -3.55486
O 3.19285 1.70024 -4.45934
O 0.84817 1.08325 -4.34422
C -0.46077 1.12094 -3.77906
C -1.41979 0.44475 -4.74711
C 1.56670 3.49066 -3.45159
H -0.74524 2.16652 -3.62006
H -0.47489 0.64293 -2.80156
H -1.29537 0.86724 -5.74098
H -2.42725 0.64074 -4.38169
H -1.22768 -0.62577 -4.72130
H 2.38568 3.98286 -2.93232
H 0.60084 3.55254 -2.96542
H 1.49831 3.92104 -4.45004
O -2.15235 0.45249 1.46083
S -1.66353 0.81819 0.15825
O -0.24536 0.94658 -0.04417
O -2.19109 -0.25139 -0.96206
C -3.42361 -0.92906 -0.58973
C -4.08365 -1.42654 -1.84241
C -2.44183 2.33406 -0.47382
H -4.07936 -0.21314 -0.08128
H -3.19255 -1.69836 0.14801
H -4.07855 -0.65973 -2.61235
H -5.12420 -1.65781 -1.60182
H -3.63228 -2.36123 -2.17354
H -2.55772 2.99235 0.38520
H -3.42365 2.01279 -0.81956
H -1.86370 2.80027 -1.26240
O 0.96502 0.04565 2.20827
S 0.82811 -0.76299 3.40299
O 1.23185 -2.14055 3.42048
O 1.56521 0.02076 4.57159
C 1.29307 1.44261 4.73266
C 2.23073 1.95153 5.78606
C -0.89113 -0.75063 3.99183
H 0.24127 1.54007 5.00694
H 1.49004 1.96712 3.79612
H 2.17154 1.41761 6.73521
H 1.83107 2.94625 6.02815
H 3.26561 2.06996 5.48143
H -0.83042 -0.95962 5.05891
H -1.43771 -1.57706 3.54508
H -1.32577 0.21916 3.77385
O 0.02574 -1.91846 0.23467
S -0.49208 -3.25122 0.28963
O -1.59223 -3.58794 1.16533
O -0.89359 -3.69913 -1.21542
C -1.65729 -4.86754 -1.46798
C -0.82400 -5.91157 -2.20794
C 0.85650 -4.40483 0.65382
H -2.54092 -4.61791 -2.06208
H -2.08435 -5.26486 -0.54038
H -0.91146 -5.70950 -3.27265
H -1.16395 -6.91280 -1.94261
H 0.21605 -5.86456 -1.88980
H 1.62694 -4.35207 -0.11137
H 0.39851 -5.38813 0.69810
H 1.27226 -4.02379 1.58563
*
```